{"formula": "C5H15N2", "method": "ωB97M-V with the def2-TZVPD basis set", "gap_ev": 10.76, "e_lumo_ev": -2.941, "charge": 1, "largest_force_ev_per_a": 2.080, "de_lowest_kcal_mol": 22.0, "smiles": "CCNCC[NH2+]C", "symbols": ["C", "N", "C", "C", "C", "N", "C", "H", "H", "H", "H", "H", "H", "H", "H", "H", "H", "H", "H", "H", "H", "H"], "coordinates": [[0.442867, 0.441447, 1.460494], [0.891679, 0.923908, 0.160936], [2.060413, 0.281177, -0.469224], [1.840587, 0.132638, -1.945184], [-0.663372, -0.658078, 1.312884], [-1.351862, -0.536287, -0.061268], [-2.814285, -0.357824, 0.026691], [1.263665, -0.012793, 1.992250], [-0.003371, 1.281037, 1.952540], [1.013449, 1.920289, 0.208208], [2.931590, 0.859458, -0.170166], [2.205434, -0.681693, 0.018518], [2.764454, -0.134092, -2.459018], [1.534023, 1.079323, -2.397002], [1.033157, -0.576356, -2.115744], [-1.465788, -0.405746, 1.997656], [-0.348888, -1.681157, 1.382900], [-1.078738, -1.359308, -0.590514], [-0.731111, 0.286635, -0.402862], [-3.254859, -0.454607, -0.962856], [-3.000125, 0.677154, 0.336692], [-3.268919, -1.025134, 0.724068]], "forces_ev_per_angstrom": [[0.0, -0.9, -1.2], [-1.0, -0.2, -0.1], [-0.2, 0.2, 1.0], [0.3, 0.6, -0.4], [-0.9, 0.9, -0.7], [1.7, 0.4, 1.1], [0.0, 1.5, -0.9], [0.2, 0.1, 0.7], [0.0, 0.3, 0.7], [0.0, 0.2, -0.2], [0.3, 0.1, -0.5], [-0.1, -0.3, -0.1], [-0.2, -0.4, 0.0], [0.0, 0.0, 0.1], [0.2, -0.2, -0.3], [0.2, -0.5, 0.5], [0.3, -0.3, 0.4], [-0.2, 0.1, -0.3], [-0.7, -0.4, -0.5], [0.0, -0.2, 0.0], [0.0, -0.3, 0.1], [-0.1, -0.6, 0.4]]}